Entry 1:
Density functional theory data (the ωB97M-V functional and the def2-TZVPD basis) for a molecular structure, C16H32BCl4CsF4O6S3.

Geometry as XYZ:
```
67
Properties=species:S:1:pos:R:3:forces:R:3:mulliken_charge:R:1
Cs 2.7001 -1.7206 -2.9181 -0.2 0.0 0.3 1.125
B 0.4240 -0.4649 -0.6281 -0.9 -1.1 -0.3 -0.044
F -0.2277 0.3269 0.3299 0.5 -0.2 -0.2 -0.193
F 0.1395 0.0427 -1.9257 0.5 0.8 -0.2 -0.416
F 1.7864 -0.6444 -0.4341 0.5 0.9 0.2 -0.382
F -0.0942 -1.7794 -0.7032 -0.5 -0.3 0.5 -0.171
C 2.5834 4.8443 -3.1734 -0.5 1.9 -0.3 -0.898
C 1.2957 4.2653 -2.5730 0.9 -1.0 -0.1 -0.635
C 1.7329 3.1970 -1.5444 -0.1 -0.1 0.2 0.252
S 3.4061 2.6237 -1.9758 0.6 0.2 -0.4 1.063
O 3.3916 1.2859 -2.5586 -0.3 0.5 0.2 -0.589
O 4.3369 2.8806 -0.8970 -0.6 0.0 -0.4 -0.661
C 3.6628 3.8181 -3.3385 -0.4 -0.7 0.3 -0.724
H 2.8830 5.7104 -2.5729 0.3 -0.4 0.4 0.329
H 2.3540 5.3571 -4.1140 0.0 -0.4 -0.2 0.429
H 0.7040 3.7569 -3.3338 -0.1 0.2 -0.1 0.314
H 0.7230 5.0794 -2.1405 -0.2 -0.2 0.1 0.433
H 1.1208 2.2944 -1.5466 -0.1 0.1 0.1 -0.363
H 1.8003 3.5917 -0.5323 0.1 0.0 0.0 0.345
H 3.4808 3.2464 -4.2481 0.3 -0.1 0.0 0.307
H 4.6771 4.1979 -3.2721 0.0 -0.1 -0.1 0.416
C -0.9712 -6.2372 -0.1143 -0.4 0.7 -0.3 -0.592
C -0.0543 -7.2483 -0.7900 0.2 -0.9 -0.6 -0.610
C 1.3755 -6.8724 -0.4361 -0.7 0.5 1.0 -0.802
S 1.3700 -5.0793 -0.5757 0.2 0.2 0.5 1.191
O 1.7958 -4.8121 -1.9441 -0.2 0.5 0.0 -0.708
O 2.1096 -4.4705 0.5109 -0.3 -0.2 -0.5 -0.685
C -0.4520 -4.8078 -0.3784 1.4 -0.7 -0.1 -0.374
H -1.0287 -6.3943 0.9622 0.1 -0.1 0.0 0.333
H -1.9751 -6.3326 -0.5263 -0.1 0.0 0.2 0.266
H -0.2250 -7.3018 -1.8680 0.0 0.3 0.0 0.286
H -0.2574 -8.2586 -0.4286 -0.1 0.1 0.1 0.382
H 2.2348 -7.2388 -0.9849 -0.2 -0.2 -0.2 0.426
H 1.4441 -7.1235 0.6251 0.6 0.2 0.0 0.303
H -0.7751 -4.3523 -1.3090 -0.2 0.0 0.0 0.338
H -0.5512 -4.1181 0.4522 -0.1 0.1 -0.1 0.267
C -0.2186 2.7696 3.0645 0.0 0.0 -0.8 -0.074
C -1.3355 2.0412 3.8343 -0.6 0.4 0.1 -0.356
C -0.7820 1.6966 5.1942 1.6 -0.6 -0.3 -0.865
S 0.8482 0.9878 4.7386 -0.6 1.2 0.5 1.036
O 0.6140 -0.2719 4.0951 0.2 -0.1 -0.3 -0.545
O 1.7522 1.0901 5.8553 0.1 -0.2 -0.1 -0.687
C 1.1777 2.3136 3.5285 0.1 0.2 0.1 -0.711
H -0.3412 3.8394 3.2368 0.2 0.0 0.1 0.426
H -0.3546 2.6330 1.9905 0.1 -0.2 0.0 -0.222
H -1.7066 1.1490 3.3303 0.3 -0.1 0.0 0.041
H -2.1907 2.7164 3.9087 0.0 -0.1 0.1 0.417
H -1.2738 0.9306 5.7859 -0.2 0.1 0.0 0.453
H -0.4536 2.5539 5.7829 -0.5 0.1 0.1 0.334
H 1.9139 2.0046 2.7866 -0.5 -0.5 -0.3 0.444
H 1.6896 3.1556 3.9970 -0.1 -0.3 0.6 0.342
Cl -3.8868 1.2743 -1.8008 -0.5 0.2 -0.3 -0.205
C -2.4756 2.1116 -1.1079 -0.2 -1.0 0.5 0.415
C -1.8638 3.0846 -2.0596 0.3 0.0 0.1 0.128
Cl -2.9922 4.4041 -2.4869 0.3 -0.1 -0.1 -0.209
H -1.8184 1.2709 -0.8948 0.5 0.4 0.0 -0.641
H -2.8011 2.5126 -0.1510 0.0 0.4 -0.2 0.418
H -1.4978 2.5700 -2.9464 -0.4 0.1 -0.2 0.321
H -0.9804 3.5286 -1.6117 -0.1 0.2 0.3 -0.250
Cl -5.0316 -1.2805 1.8191 0.5 0.1 -0.2 -0.228
C -3.4174 -1.0681 1.0224 -0.4 0.1 0.0 0.111
C -3.4050 -1.6320 -0.3671 0.4 -0.4 -0.5 -0.137
Cl -3.6223 -3.4119 -0.3628 -0.1 -0.1 0.1 -0.232
H -2.6553 -1.5350 1.6388 -0.1 -0.1 0.1 0.358
H -3.2269 0.0018 0.9823 0.0 0.0 0.0 -0.154
H -2.4402 -1.4696 -0.8494 0.1 0.1 0.3 -0.102
H -4.1442 -1.2332 -1.0480 -0.3 0.1 0.3 0.416
```
Forces are in eV/Å.

energy above the lowest of the compared OMol25 structures with the same formula, charge and spin = 0.158 eV
max |F| = 2.0 eV Å⁻¹
HOMO = -9.9 eV
E_LUMO = -0.365 eV
orbital gap = 9.52 eV



Entry 2:
Density functional theory data (the ωB97M-V functional and the def2-TZVPD basis) for a single S2 molecule.

Geometry as XYZ:
```
2
Properties=species:S:1:pos:R:3:forces:R:3:mulliken_charge:R:1
S 0.0000 0.0000 0.9152 0.0 0.0 2.0 0.000
S 0.0000 0.0000 -0.9152 0.0 0.0 -2.0 0.000
```
Forces are in eV/Å.

energy above the lowest of the compared OMol25 structures with the same formula, charge and spin = 0.051 eV
max |F| = 2.0 eV Å⁻¹
HOMO = -8.1 eV
E_LUMO = -2.329 eV
orbital gap = 5.77 eV



Entry 3:
Density functional theory data (the ωB97M-V functional and the def2-TZVPD basis) for 10 unconnected molecules or ions with the total composition C36H48N3O18.

Geometry as XYZ:
```
105
Properties=species:S:1:pos:R:3:forces:R:3:mulliken_charge:R:1
C 39.4970 35.7220 36.0110 -3.4 1.0 0.5 -0.709
C 39.5600 37.2100 36.3380 -0.6 0.5 5.2 0.408
O 38.8530 37.7150 37.2220 1.7 -1.1 -2.8 -0.477
N 40.6850 38.0680 35.8340 5.4 -2.3 10.6 0.526
H 41.5580 37.5330 35.5500 -0.5 -0.4 0.1 0.585
H 40.3480 38.2440 35.0760 -5.0 3.9 -12.4 -0.313
C 41.1530 39.3240 36.6130 -5.8 -8.2 8.2 -1.350
H 38.3220 35.5430 36.3610 2.7 0.2 -1.8 0.103
H 39.9820 35.0340 36.7230 0.7 0.9 -0.4 0.340
H 39.7930 35.6270 34.9570 -0.3 -0.8 0.3 0.290
H 41.6580 39.8810 36.0910 5.1 5.9 -6.0 1.159
H 41.8090 38.8490 37.4410 -0.9 1.0 -1.3 0.415
H 40.2960 39.7720 37.1960 0.8 -0.4 -1.2 -0.115
N 38.6880 39.1540 33.3670 4.7 -2.8 -6.0 0.888
O 39.2940 38.0900 33.2430 0.3 -5.1 1.4 -0.596
O 38.4020 39.6230 32.3000 -4.1 2.9 -2.5 -0.770
O 38.9480 39.7690 34.3150 -0.8 5.1 7.7 -0.658
N 42.5850 35.8770 33.6890 -9.4 3.9 -1.7 0.903
O 42.4070 36.2820 34.8760 3.1 -0.4 2.2 -0.679
O 41.8340 34.9210 33.3870 2.7 -2.6 -0.3 -0.626
O 42.5210 36.8330 32.8000 3.3 -1.1 -0.1 -0.683
C 36.9110 42.8080 37.8670 -5.3 -1.2 1.0 -1.093
C 37.2140 42.1630 36.5100 -2.1 0.2 -1.1 0.750
C 37.2730 43.1800 35.3390 -1.9 -0.2 -2.2 -1.276
O 38.4130 41.6030 36.6190 4.9 -2.8 -0.2 -0.153
H 36.0480 43.6280 37.8600 1.3 -2.0 -0.3 0.293
H 37.6210 43.3340 38.3530 3.3 1.7 0.8 0.122
H 36.6190 42.0300 38.7390 0.3 1.3 -2.3 0.253
H 36.5110 41.2660 36.3210 0.1 1.9 0.0 0.126
H 36.3590 43.7540 35.4160 -0.8 0.1 -0.3 0.500
H 37.1900 42.6820 34.1830 0.8 1.3 3.4 0.223
H 37.9810 44.0370 35.4550 0.3 -1.3 -0.2 0.268
H 38.6860 41.0630 35.8070 -0.9 0.8 1.1 0.249
C 45.0120 40.9660 33.1560 -3.4 0.1 -5.5 -1.898
C 44.5400 39.5850 32.7690 -2.2 -0.1 -0.5 0.506
C 45.5840 38.4510 33.0930 -8.3 -1.4 4.5 -1.211
O 43.3700 39.2900 33.5790 0.3 0.6 -0.4 -0.318
H 45.5590 41.4720 32.3980 1.2 -0.4 -1.6 0.525
H 45.6400 41.0080 33.8640 4.1 0.1 6.2 0.630
H 44.2890 41.7510 33.1460 -1.4 -0.1 1.1 0.380
H 44.0820 39.7240 31.6840 1.5 -1.0 1.6 0.269
H 46.3200 38.5450 32.4950 6.0 0.4 -3.5 0.607
H 45.0120 37.4380 32.9230 1.2 1.9 0.0 0.132
H 45.6420 38.4800 34.2570 0.8 0.2 -2.2 0.250
H 42.8900 38.5710 33.1210 0.3 -0.2 0.5 0.206
C 37.4830 35.3370 39.7530 -3.2 10.9 -4.3 -1.441
C 36.1690 35.3500 38.9290 3.1 1.2 0.6 0.972
C 35.4350 36.6140 39.0900 -1.3 -2.7 -4.3 -2.217
O 36.3080 34.9670 37.5850 -0.5 3.6 -0.4 -0.350
H 38.2220 36.2410 39.3240 -1.6 -2.8 0.7 -0.004
H 37.8590 34.5250 39.9230 4.7 -9.2 1.0 0.684
H 37.2820 35.7230 40.6920 -0.8 0.9 2.1 0.539
H 35.4000 34.8630 39.2800 -3.0 -4.9 2.6 0.400
H 35.1240 36.9040 39.9630 -1.1 1.1 5.4 0.541
H 34.5240 36.4820 38.5190 -0.1 0.5 -0.6 0.410
H 36.0850 37.2170 38.6980 2.9 4.9 -2.5 0.446
H 36.5910 34.1070 37.6370 0.9 -3.4 -0.4 0.053
C 38.8080 32.2420 37.2810 5.9 -3.2 1.5 0.330
C 40.0570 31.3750 37.7530 -6.1 3.0 -2.0 -0.409
C 39.8520 29.8040 37.6710 3.1 2.7 1.6 0.425
O 40.8090 29.1300 38.0280 -1.0 0.0 -0.5 -0.528
C 38.6090 29.2860 37.2060 -5.7 0.2 -2.7 -0.376
C 37.4530 30.1340 36.8920 4.3 -2.6 -0.4 -0.426
C 37.5180 31.6480 36.8590 0.7 -1.3 1.7 0.609
O 36.5150 32.3050 36.6740 0.2 0.0 -0.4 -0.580
H 38.9110 33.3210 37.1480 0.0 -0.3 0.4 0.008
H 40.9860 31.8980 38.1740 -1.5 -1.2 -0.9 0.354
H 38.5470 28.1440 36.9140 0.2 2.5 1.0 0.265
H 36.6140 29.6910 36.3430 0.1 0.1 0.7 0.361
C 35.4580 35.4300 33.8720 -3.5 -6.1 -1.0 0.012
C 34.3870 34.6980 33.0320 3.9 5.2 2.5 -0.521
C 33.6820 35.4940 31.8980 0.7 -1.6 1.6 0.420
O 32.8360 34.9690 31.1930 0.4 0.2 0.4 -0.582
C 34.0600 36.8930 31.7300 -1.0 1.6 0.1 -0.311
C 35.0250 37.5380 32.4770 -1.0 -1.9 -3.2 -0.310
C 35.8280 36.7770 33.5120 -0.1 2.7 1.0 0.491
O 36.5710 37.4310 34.2400 -0.3 -0.8 -0.8 -0.300
H 35.9840 34.9090 34.8980 -1.7 1.7 -3.2 0.054
H 33.9120 33.7960 33.3270 0.1 -0.8 0.2 0.438
H 33.2660 37.3250 30.9750 2.3 -0.2 1.3 0.219
H 35.3710 38.4610 31.9940 0.1 0.1 1.3 0.369
C 40.0490 41.4630 40.2620 -5.0 5.5 4.3 0.062
C 39.4600 42.6170 41.1890 5.9 -6.0 -3.1 -0.699
C 40.4200 43.0230 42.3370 -1.7 -0.4 -2.0 0.447
O 40.1960 43.9780 43.0140 -0.8 1.7 1.1 -0.529
C 41.6310 42.2760 42.5930 1.2 -3.8 -1.6 -0.430
C 41.9800 41.1470 41.8080 -0.6 4.2 3.9 -0.347
C 41.2220 40.7110 40.6540 1.9 -1.8 -2.8 0.380
O 41.7100 39.8190 39.9060 -1.4 1.7 1.8 -0.504
H 39.3130 41.2150 39.4860 1.0 -0.3 -0.1 0.345
H 38.6050 43.1380 40.8470 -0.7 0.6 0.1 0.496
H 42.1720 42.5980 43.5210 -0.3 -0.4 -1.2 0.336
H 42.8910 40.7270 42.1640 0.5 -1.0 -0.5 0.426
C 40.7730 44.6280 37.7540 -1.6 -6.6 -3.6 -0.030
C 41.1430 43.5200 36.8320 1.7 5.5 3.1 -0.053
C 42.5570 43.7810 36.0680 -0.8 -4.4 0.0 0.288
O 43.1150 42.8170 35.4800 -1.6 3.2 1.6 -0.454
C 43.1900 45.0900 36.2460 -2.0 3.8 1.7 -0.533
C 42.6690 46.1110 37.0930 1.6 -3.8 -2.7 -0.341
C 41.4110 45.8840 37.8440 1.5 1.9 0.1 0.268
O 40.9740 46.8120 38.4990 -0.5 0.1 0.3 -0.580
H 39.7780 44.4550 38.2390 1.2 0.5 -0.1 0.272
H 40.5960 42.5770 36.9140 0.2 0.3 -0.6 0.386
H 43.9190 45.4350 35.5310 0.6 -0.6 0.1 0.378
H 43.2040 47.0550 37.1250 -0.4 0.0 0.2 0.392
```
Forces are in eV/Å.

energy above the lowest of the compared OMol25 structures with the same formula, charge and spin = 4.720 eV
charge = -1
max |F| = 13.9 eV Å⁻¹
HOMO = -5.4 eV
E_LUMO = -0.958 eV
orbital gap = 4.39 eV



Entry 4:
Density functional theory data (the ωB97M-V functional and the def2-TZVPD basis) for 2 unconnected molecules or ions with the total composition C9H14O.

Geometry as XYZ:
```
24
Properties=species:S:1:pos:R:3:forces:R:3:mulliken_spin:R:1
C 2.4803 0.1287 -1.9615 0.4 -0.9 -2.3 0.023
C -0.0031 -1.0052 1.4006 -1.3 -0.9 1.0 0.249
C -0.0694 -1.6337 0.1938 0.4 -2.6 -4.3 0.044
C 0.7436 0.1737 1.3546 0.6 2.2 3.3 0.117
C 0.7663 -1.3764 -0.9514 -2.4 -0.9 3.6 0.130
C 1.4282 0.6109 0.2575 2.4 0.6 1.5 0.016
C 1.5711 -0.2129 -0.8492 -0.1 -1.1 -2.3 0.216
O -0.6951 -1.4912 2.4848 1.9 -1.2 -1.0 0.141
H -0.8345 -2.4102 0.1281 0.4 -0.2 -0.2 -0.005
H -0.7022 -2.5432 2.5436 -0.1 3.1 -0.6 -0.001
H 0.7825 0.6805 2.3536 0.2 0.0 -1.2 -0.004
H 0.7050 -2.1329 -1.7366 0.3 0.8 -0.2 0.000
H 2.2394 1.4103 0.3186 -1.8 -0.7 0.2 -0.001
H 2.7608 1.1374 -1.9450 0.4 1.7 0.4 0.001
H 2.0568 0.0187 -3.0476 0.4 -0.4 2.1 0.022
H 3.4741 -0.4053 -1.9577 -1.1 0.0 0.2 0.042
C -2.6101 0.8039 0.6012 -2.0 0.6 0.0 0.012
C -1.5587 1.4486 -0.2086 1.4 -0.7 -0.9 0.007
H -2.2817 0.7099 1.5914 -0.1 -0.2 1.8 -0.006
H -3.5218 1.4538 0.5244 0.6 -0.9 0.6 0.002
H -2.8711 -0.1953 0.2283 0.0 0.3 0.1 0.000
H -1.3405 0.6435 -0.9048 0.8 0.8 -1.0 -0.002
H -0.6421 1.8422 0.2176 -0.1 -0.6 0.8 -0.003
H -1.8779 2.3440 -0.6359 -1.0 1.1 -1.5 0.001
```
Forces are in eV/Å.

energy above the lowest of the compared OMol25 structures with the same formula, charge and spin = 2.253 eV
spin multiplicity = 2
charge = +1
max |F| = 5.0 eV Å⁻¹
HOMO (alpha / beta) = -14.3 / -14.2 eV
E_LUMO (alpha / beta) = -3.917 / -8.069 eV
orbital gap (alpha / beta) = 10.36 / 6.16 eV



Entry 5:
Density functional theory data (the ωB97M-V functional and the def2-TZVPD basis) for a single C4H10N2OS molecule.

Geometry as XYZ:
```
18
Properties=species:S:1:pos:R:3:forces:R:3:mulliken_charge:R:1
N -2.7642 -0.7587 -0.8035 -1.9 0.2 -0.4 -0.213
C -1.5855 -0.1290 -0.2696 1.2 -0.5 0.3 -1.091
C -0.5228 -1.0339 -0.2147 0.4 -0.1 -0.3 0.838
O -0.5683 -2.1529 -0.7847 -0.2 -0.1 0.2 -0.816
N 0.6429 -0.7081 0.4750 -0.4 0.7 -0.2 -0.190
C 0.9402 0.5807 1.0408 0.7 0.1 0.9 -0.489
C 2.3201 1.1076 0.6799 0.2 -0.1 -0.6 -0.698
S 2.4798 1.4905 -1.1250 -0.3 -0.1 0.6 -0.236
H -3.4026 -1.1574 -0.0978 0.3 0.0 0.0 0.309
H -3.3503 -0.1297 -1.3520 0.1 0.2 0.0 0.359
H -2.5670 -1.5404 -1.4392 1.0 -0.1 0.2 0.346
H -1.5803 0.8914 0.0304 -0.5 0.3 0.1 0.287
H 1.4519 -1.2406 0.2240 0.0 -0.5 -0.2 0.298
H 0.2783 1.3880 0.7994 -0.8 0.0 -0.7 0.206
H 0.8811 0.5493 2.1371 0.1 -0.2 0.1 0.234
H 3.1305 0.4093 0.8758 -0.1 -0.1 0.4 0.363
H 2.4840 2.0147 1.2549 0.2 0.1 -0.1 0.382
H 1.7321 0.4191 -1.4308 0.0 0.1 -0.3 0.110
```
Forces are in eV/Å.

energy above the lowest of the compared OMol25 structures with the same formula, charge and spin = 2.409 eV
structure (SMILES) = [NH3+]/C=C(\[O-])NCCS
max |F| = 2.0 eV Å⁻¹
HOMO = -7.3 eV
E_LUMO = 0.248 eV
orbital gap = 7.53 eV



Entry 6:
Density functional theory data (the ωB97M-V functional and the def2-TZVPD basis) for a single C2F2N2 molecule.

Geometry as XYZ:
```
6
Properties=species:S:1:pos:R:3:forces:R:3:mulliken_spin:R:1
C 1.3281 -0.1896 -0.0032 -1.7 1.1 0.0 -0.002
C 0.0353 0.3063 0.0239 -1.5 -2.3 0.0 0.607
N 2.3921 -0.6254 -0.0362 1.3 -0.6 0.0 0.346
N -1.1322 -0.8352 0.0115 1.7 1.1 0.0 0.886
F -0.3090 1.5558 0.0036 0.0 0.3 0.0 0.067
F -2.3144 -0.2119 0.0003 0.2 0.5 0.0 0.097
```
Forces are in eV/Å.

energy above the lowest of the compared OMol25 structures with the same formula, charge and spin = 0.000 eV
spin multiplicity = 3
max |F| = 2.8 eV Å⁻¹
HOMO (alpha / beta) = -9.2 / -12.2 eV
E_LUMO (alpha / beta) = 0.493 / -2.948 eV
orbital gap (alpha / beta) = 9.66 / 9.21 eV



Q: Which formula does entry 2 have?
A: S2



Q: Which formula does entry 6 have?
A: C2F2N2



Q: Which of these has the highest max |F|?
A: C36H48N3O18



Q: What is the formula in the fifth record?
A: C4H10N2OS